# CH4N5

A gas-phase ion, CH4N5 (charge +1) (ωB97M-V with the def2-TZVPD basis set, the OMol25 dataset).

```
10
Properties=species:S:1:pos:R:3:lowdin_charge:R:1
H 2.214 2.293 0.342 0.19
N 2.251 1.246 0.223 0.23
N 3.111 0.452 0.147 0.02
N 2.939 -0.832 -0.181 0.05
N 1.753 -1.141 -0.177 0.05
N 0.729 -0.598 -0.063 0.10
C -0.659 -0.834 0.012 -0.01
H -1.084 -1.645 -0.747 0.17
H -0.875 -1.300 0.984 0.11
H -1.195 0.108 -0.140 0.11
```

Computed properties:
**LUMO level (alpha / beta)**: -7.36 / -7.17 eV
**SMILES**: [H]/N=N/N=[N+]=NC
**Kohn-Sham gap (alpha / beta)**: 8.096 / 8.563 eV
**Total charge**: +1